Density functional theory data (ωB97M-V with the def2-TZVPD basis set) for 4 unconnected molecules or ions with the total composition C41H68N7OS2 in a non-equilibrium geometry.

```
119
Properties=species:S:1:pos:R:3:forces:R:3
C -4.483 2.667 0.016 -0.266 0.312 -0.083
C -3.447 3.393 -0.826 -0.544 -0.468 -0.784
N -2.098 2.782 -0.879 0.281 0.476 1.101
C -1.014 3.769 -0.770 0.019 0.037 0.009
C -1.007 4.697 0.461 -0.099 0.250 -0.133
C -1.900 1.578 -0.196 0.028 -0.193 -0.432
S -2.183 0.139 -0.905 -0.206 0.066 0.094
S -1.342 1.738 1.475 0.126 0.040 -0.155
C -0.776 0.096 1.930 0.049 -0.228 0.237
C 0.706 -0.107 1.606 0.065 0.251 0.089
C 1.314 -1.352 2.282 -0.097 0.149 -0.145
C 1.499 -2.722 1.597 -0.218 -0.364 0.556
C 0.258 -3.232 0.868 0.149 -0.279 0.051
C -0.382 -4.423 1.227 -0.014 -0.019 -0.007
C -1.516 -4.824 0.543 0.041 -0.207 0.234
C -1.979 -4.042 -0.494 -0.026 0.164 -0.164
N -1.374 -2.920 -0.866 -0.095 -0.047 -0.135
C -0.300 -2.531 -0.193 0.035 0.189 -0.196
C 1.886 -3.702 2.724 0.260 -0.264 -0.064
C 3.156 -3.342 3.500 -0.125 0.252 0.110
C 4.347 -2.782 2.686 0.087 -0.148 -0.033
C 5.503 -3.795 2.574 -0.032 0.340 0.038
C 6.865 -3.166 2.211 -0.123 -0.063 -0.207
C 7.281 -3.307 0.737 0.023 0.287 0.116
C 8.790 -3.109 0.515 -0.213 0.159 -0.280
C 9.127 -1.665 0.121 -0.034 -0.258 -0.071
C 8.770 -1.360 -1.341 0.026 0.304 -0.017
C 8.471 0.130 -1.616 -0.040 0.085 -0.163
C 9.465 0.798 -2.569 -0.021 -0.100 0.050
C 9.404 0.262 -4.000 0.244 -0.025 -0.037
O 8.546 1.064 -4.792 -0.215 -0.001 0.170
C 7.421 0.429 -5.360 0.017 0.054 -0.029
C 3.981 -2.220 1.302 0.217 0.271 0.251
N 2.762 -2.835 0.684 0.055 0.202 -0.233
C 2.691 -2.482 -0.777 0.178 -0.091 -0.226
N 2.477 -1.076 -1.015 -0.006 0.013 0.084
H -4.240 2.654 1.080 0.069 -0.172 -0.060
H -5.423 3.217 -0.087 0.033 -0.017 0.040
H -4.670 1.659 -0.356 0.151 -0.022 0.161
H -3.377 4.431 -0.496 0.228 -0.073 0.105
H -3.833 3.423 -1.851 0.033 0.148 0.043
H -1.082 4.384 -1.671 0.053 -0.092 -0.024
H -0.077 3.213 -0.840 -0.035 0.044 -0.014
H -1.284 5.715 0.182 -0.014 -0.035 0.017
H -1.716 4.378 1.227 0.118 -0.018 -0.010
H -0.012 4.752 0.904 -0.075 -0.093 0.059
H -0.920 0.054 3.015 0.011 0.016 -0.053
H -1.413 -0.668 1.484 -0.047 0.114 -0.090
H 0.855 -0.050 0.530 -0.039 -0.100 0.005
H 1.228 0.758 2.028 0.024 -0.040 -0.096
H 2.259 -1.062 2.742 -0.001 -0.067 -0.007
H 0.660 -1.591 3.128 0.074 -0.020 -0.025
H -0.031 -5.057 2.029 0.029 0.088 0.015
H -2.035 -5.737 0.808 0.057 0.040 0.038
H -2.869 -4.328 -1.044 0.049 0.047 -0.045
H 0.152 -1.607 -0.541 -0.080 -0.058 -0.005
H 2.009 -4.703 2.293 -0.035 0.056 -0.038
H 1.053 -3.776 3.424 0.029 0.001 -0.048
H 2.899 -2.628 4.285 -0.010 -0.004 -0.067
H 3.488 -4.239 4.025 -0.031 0.052 -0.011
H 4.734 -1.928 3.250 0.041 -0.066 -0.044
H 5.592 -4.272 3.551 -0.023 -0.153 -0.118
H 5.250 -4.562 1.830 -0.010 -0.144 0.184
H 6.845 -2.103 2.477 0.142 -0.075 0.097
H 7.635 -3.632 2.830 -0.041 0.017 -0.024
H 6.942 -4.270 0.345 0.087 -0.032 0.083
H 6.775 -2.528 0.150 -0.077 -0.188 -0.088
H 9.110 -3.763 -0.301 0.163 -0.051 0.168
H 9.333 -3.384 1.422 0.029 -0.129 -0.096
H 10.198 -1.502 0.262 -0.072 0.172 0.116
H 8.589 -0.978 0.784 0.093 0.000 0.028
H 7.918 -1.969 -1.658 0.039 -0.033 0.062
H 9.613 -1.663 -1.969 -0.092 -0.152 0.016
H 7.468 0.242 -2.045 0.018 -0.005 0.070
H 8.466 0.687 -0.675 -0.033 -0.037 -0.004
H 10.478 0.687 -2.171 -0.046 -0.010 -0.023
H 9.251 1.868 -2.629 0.129 -0.010 0.020
H 10.404 0.278 -4.445 -0.065 0.062 -0.048
H 9.072 -0.783 -4.018 0.001 0.038 0.022
H 7.170 -0.494 -4.826 -0.002 -0.004 -0.056
H 6.568 1.108 -5.292 0.052 0.000 -0.022
H 7.595 0.201 -6.416 -0.010 -0.094 0.042
H 3.836 -1.143 1.345 -0.158 -0.066 -0.033
H 4.798 -2.396 0.602 -0.068 -0.023 0.014
H 2.941 -3.842 0.671 -0.095 -0.001 -0.014
H 1.903 -3.095 -1.215 -0.114 0.126 0.084
H 3.640 -2.835 -1.197 -0.009 -0.049 0.128
H 3.014 -0.764 -1.815 -0.110 -0.023 -0.050
H 2.749 -0.493 -0.236 0.054 0.008 0.003
N -7.609 0.724 0.603 0.030 0.010 0.002
C -8.909 1.028 0.894 0.002 0.006 -0.007
C -9.109 0.771 2.223 0.004 0.034 0.059
C -7.879 0.294 2.756 0.006 0.017 -0.013
C -6.973 0.277 1.730 0.002 0.010 -0.041
H -7.186 0.811 -0.303 -0.006 0.003 -0.007
H -9.581 1.397 0.138 -0.014 -0.010 0.004
H -10.035 0.906 2.755 -0.012 -0.051 -0.001
H -7.686 -0.002 3.773 -0.002 -0.001 0.003
H -5.936 -0.013 1.705 0.004 -0.005 -0.001
N -4.943 4.014 -4.469 0.010 -0.003 0.025
C -6.228 3.911 -4.931 0.007 -0.006 0.023
C -6.771 5.167 -4.941 0.001 0.006 -0.002
C -5.775 6.065 -4.468 -0.013 -0.007 0.017
C -4.660 5.324 -4.186 0.019 -0.048 0.018
H -4.306 3.247 -4.360 0.012 0.002 -0.043
H -6.642 2.960 -5.217 -0.006 0.001 -0.005
H -7.770 5.418 -5.256 -0.002 0.002 -0.002
H -5.868 7.132 -4.353 -0.001 0.003 -0.002
H -3.693 5.615 -3.813 0.004 0.013 -0.013
N -12.221 2.868 2.573 -0.005 -0.004 -0.002
C -13.031 3.753 1.915 0.024 0.002 -0.001
C -14.228 3.132 1.680 -0.003 -0.010 -0.001
C -14.137 1.819 2.219 -0.006 0.007 -0.009
C -12.888 1.688 2.763 0.032 0.012 -0.005
H -11.280 3.055 2.867 0.003 0.000 -0.005
H -12.689 4.744 1.672 -0.005 0.004 -0.003
H -15.075 3.568 1.179 -0.003 0.001 0.001
H -14.901 1.061 2.209 -0.004 0.000 0.004
H -12.422 0.858 3.267 -0.015 -0.009 0.006
```
Positions in Å, forces in eV/Å.

Properties
LUMO ... -2.5 eV
Charge ... +1
Maximum force ... 1.23 eV/Å
HOMO ... -0.335 Eh
Multiplicity ... 1
E_tot ... -2857.63684 a.u.